Record 1
Entry from the Open Molecules 2025 dataset: a molecular structure, C20H20N7O4RuS at a distorted geometry (the ωB97M-V functional and the def2-TZVPD basis).

```
53
C20H20N7O4RuS the ωB97M-V functional and the def2-TZVPD basis
N -0.54521 0.15648 1.86943
C -1.14334 5.36306 -1.62445
C -0.45995 -0.46072 -2.69979
N -0.93453 2.08471 0.03704
H -0.90371 4.76503 0.38881
N 2.49113 0.66530 0.12087
C -1.44390 3.59510 -3.25100
C -0.42157 -0.82148 2.76747
C 1.52829 0.57606 -2.92887
C -1.21606 5.90678 -4.12117
C -1.03341 1.67301 3.71442
H -1.56075 3.33354 1.64141
C 5.57287 0.17639 0.37582
C -1.30338 4.95701 -2.95541
H -0.93486 0.83859 5.67687
C 2.51060 -1.75645 0.11487
H -0.06133 -1.75046 -4.36344
N 4.67829 -2.11454 0.31144
C 1.20953 0.05295 -4.30644
N 3.15020 -0.55297 0.19755
H -1.04907 6.40467 -1.35424
O -1.61649 7.14324 -3.96997
C -0.57257 -0.63011 4.13044
H 5.51916 0.76039 1.29423
H 5.51184 0.85202 -0.47788
C -1.06562 4.42741 -0.62290
H -2.03825 7.35611 -3.12383
C -0.89774 1.41563 2.32253
H -0.92879 -0.28718 -4.77094
H 1.16819 0.89199 -5.00346
C -0.85678 0.65627 4.61685
C -0.12444 -0.68146 -4.14572
S 0.84641 -2.03491 -0.06098
H -1.62095 1.62508 -2.46377
O 2.55325 1.10726 -2.53981
H 2.61831 1.07611 -0.84843
C -1.40573 2.66023 -2.24901
H -0.20961 -1.81708 2.39258
N 3.47918 -2.67999 0.19321
H 2.86588 1.32075 0.80620
H -1.60045 3.30679 -4.28037
O -0.73177 5.48461 -5.13866
C 4.50635 -0.82896 0.30922
O -1.39755 -0.87143 -2.02445
N 0.48017 0.31658 -2.09795
H 2.01885 -0.59637 -4.64233
C -1.12360 2.38489 1.35400
H -1.26468 2.67827 4.02944
H -0.47748 -1.46096 4.81013
C -1.13504 3.03702 -0.90985
H 3.39419 -3.68912 0.14863
Ru -0.12632 0.15486 -0.13789
H 6.53028 -0.33815 0.35306
```

As for the HOMO energy (spin up / spin down): -14.356 / -14.352 eV. As for the spin multiplicity: 2. As for the total charge: +2. For the frontier orbital gap (spin up / spin down), the calculation gives 6.09 / 5.60 eV.

---

Record 2
Entry from the Open Molecules 2025 dataset: 2 unconnected molecules or ions with the total composition C20H20NO2PS at a distorted geometry (the ωB97M-V functional and the def2-TZVPD basis).

```
45
C20H20NO2PS the ωB97M-V functional and the def2-TZVPD basis
C -5.09013 2.64634 1.24421
C -0.72060 -2.82201 -2.54272
C 3.23834 0.40913 0.31151
H -2.61263 3.12773 3.18577
H -0.71701 3.34821 -2.13301
C -3.98565 2.23342 0.45577
H 4.63502 -0.86767 1.70516
C 0.53312 -3.85448 -0.57592
C 0.03272 -3.88455 -1.92967
P -0.62843 1.92098 -2.04651
H -1.81785 2.20833 0.99923
H -0.73057 -0.46481 1.52785
H -4.01671 1.85547 -0.55476
C 0.72717 1.55148 -0.83921
C -0.44194 -1.56691 -0.39161
O 2.25276 3.43671 -1.17326
C 3.33995 1.32660 -0.68708
H -1.10538 -2.82226 -3.58214
H 0.24386 -4.79134 -2.54527
C 0.87800 -2.59745 1.68947
C 1.87861 0.42015 1.08918
S -0.15982 1.31458 -3.85353
C 0.62115 0.63395 0.17529
C -0.66826 -0.23731 0.43996
H 1.91259 -2.17341 1.69783
H -5.09361 3.43068 3.33486
C 4.90577 -1.29867 -0.34017
C -2.85618 2.40103 1.21614
C -4.59646 3.05050 2.45732
H -1.90300 1.45619 -1.63052
H 5.51727 -2.20991 -0.13676
H 0.22114 -2.00407 2.36822
H 1.11727 -4.69316 -0.13108
H 4.74040 -0.96745 -1.39502
H 0.95018 -3.62797 2.13413
H -6.12898 2.64583 0.95495
H -1.58615 0.29309 0.08570
H -1.50879 -0.77368 -2.20470
O 1.80938 0.31016 2.28351
C 2.11874 2.26626 -0.94722
H 4.26281 1.36553 -1.31195
N -3.23613 2.90288 2.43020
C 0.30754 -2.66517 0.23410
C 4.31593 -0.60949 0.67246
C -0.95548 -1.62347 -1.74075
```

As for the HOMO energy: -8.605 eV. Its structure (SMILES) is C=CC1=CC(=O)C([PH2]=S)=C(Cc2ccccc2C)C1=O.c1cc[nH]c1. For the frontier orbital gap, the calculation gives 7.55 eV.

---

Record 3
Entry from the Open Molecules 2025 dataset: a molecular structure, C20H20NO7PV at a distorted geometry (the ωB97M-V functional and the def2-TZVPD basis).

```
50
C20H20NO7PV the ωB97M-V functional and the def2-TZVPD basis
H -5.75334 0.44816 -0.69888
C -0.10694 -2.45214 1.59132
H -0.24924 4.31726 -0.83478
H -4.32564 -1.56524 -0.68388
H -4.73254 2.69556 -0.59748
H 2.74946 -1.96744 -2.57488
C -4.68244 0.55466 -0.64358
H 1.73146 3.26876 4.36332
C -3.87804 -0.58314 -0.63348
H 1.89426 -0.30664 0.94862
H -1.32444 -4.59434 -1.08588
C 0.08536 2.16516 -0.83738
H -0.21394 -1.36374 1.49182
H 3.45136 -3.60354 -2.41208
H 3.82936 -2.34544 -1.20348
C -0.87374 -4.38724 -2.05518
H -1.62154 -4.46694 -2.84048
H -2.72504 4.13646 -0.55878
C 1.72316 2.48916 3.61822
C 1.62876 2.81506 2.27792
C 1.85266 0.16066 3.04792
H -1.86824 -1.33514 -0.55278
H 1.90996 0.90856 5.04832
C -1.90674 0.81376 -0.54798
C 1.82636 1.16286 4.00392
H 1.58086 3.84466 1.96212
C -4.11254 1.81206 -0.58538
C 2.03156 1.61806 -1.42248
H 1.95586 -0.86804 3.36022
C -2.50814 -0.45904 -0.56268
O -0.38734 -3.03594 -2.11298
O 1.96366 -3.20394 -1.07098
H -0.06384 -5.08874 -2.23658
V 0.66786 -0.17704 -1.32628
O 2.25786 3.37746 -0.47258
N -0.55344 0.90126 -0.62558
O 2.33806 0.36956 -1.58848
O 0.78886 1.95546 -2.11718
H -0.98944 -2.86744 2.08002
C -2.09254 3.26316 -0.60598
C 3.05946 -2.74544 -1.86668
C -2.72854 1.96936 -0.55208
C 1.62976 1.80886 1.31472
H 0.78086 -2.68994 2.17812
P 0.57206 -2.42334 -0.99898
O 2.93826 2.68866 -1.53028
C -0.76924 3.37526 -0.75698
C 1.48276 2.21546 -0.10868
C 1.77276 0.47796 1.70112
O -0.03554 -3.08334 0.31412
```

As for the HOMO energy (spin up / spin down): -11.480 / -11.373 eV. As for the total charge: +1. For the frontier orbital gap (spin up / spin down), the calculation gives 6.96 / 6.93 eV.

---

Record 4
Entry from the Open Molecules 2025 dataset: a molecular structure, C20H21BBr30N2O3 at a distorted geometry (the ωB97M-V functional and the def2-TZVPD basis).

```
77
C20H21BBr30N2O3 the ωB97M-V functional and the def2-TZVPD basis
H -4.63525 2.17394 8.53133
Br -7.74970 1.02087 8.37317
C -0.14529 1.05203 -1.08713
C -3.86569 -2.91245 -9.79680
Br -3.24232 -2.05330 -11.41973
Br 0.42005 -1.03099 -10.26647
H 5.50965 -1.87021 -0.31420
Br -2.17362 2.26649 8.87330
H -3.47422 -1.45870 -4.98195
Br -1.63959 4.00564 2.13078
C 1.22968 -2.62834 -9.52430
C 0.64138 1.19944 0.26023
Br -0.10648 -3.94057 -9.01620
H 5.24457 -2.03069 -2.77932
H 4.96062 0.89478 2.76310
N 5.23250 0.74782 0.50963
Br 0.92346 0.48449 5.18213
C -6.06281 -0.71943 0.46637
Br -3.87884 6.29946 1.87927
Br 7.43115 -5.34883 -2.48643
Br -1.92303 0.11718 -3.83620
B 6.69232 -0.88113 0.96344
C 4.65747 0.77834 -0.82913
Br 6.38599 -8.06188 -1.12278
Br 2.93406 -1.10182 -2.69484
H -2.30413 1.12074 -2.08621
C 2.91497 1.06595 1.70439
C -0.18673 1.48400 1.54334
H 2.63387 0.95630 -2.03029
O 6.47915 -1.82124 -0.13270
H 6.15160 -1.90077 2.51681
O 6.96964 -1.37990 2.29694
Br -3.90490 0.67880 6.68030
O 6.57564 0.57154 0.67173
Br -4.13665 0.65859 -6.10314
H 0.44704 0.83233 -2.03359
C 6.80745 -6.18953 -0.85308
C -1.69319 1.22933 -1.10827
H -7.08438 -1.06221 0.62688
Br -6.91186 -0.40469 11.12805
C 2.22592 1.06196 0.30513
Br 2.43015 -2.21395 -8.05656
C -2.21080 5.77211 2.71425
Br 3.99570 -3.94347 -3.75886
Br -5.95500 1.09120 1.15576
H 0.29523 1.57390 2.57538
Br 5.31832 -5.22242 -0.06545
Br -4.04795 3.88577 6.82420
Br -4.24294 -4.79416 -10.07606
Br 5.03724 -1.22943 -5.12382
Br -5.73652 -0.77826 -1.44261
Br -6.06613 2.64423 10.57442
H -2.39624 5.70829 3.78627
C -3.80639 2.24154 7.82624
H -3.43888 1.68357 0.08168
C 4.46463 0.89725 1.72215
H 2.36749 1.17860 2.69674
H -8.32076 1.60399 10.72335
Br -0.57943 3.29931 5.55386
H -3.05284 -2.85455 -9.07386
C -7.39347 1.26322 10.26487
Br -5.38063 -1.97978 -9.02243
H 5.39542 0.67112 -1.69091
H 7.62845 -6.14695 -0.13881
C -2.88741 -0.61994 -5.35441
C 4.41997 -2.07242 -3.49122
Br -4.89845 -1.92978 1.43595
C 1.02995 2.28001 5.91327
C -1.73078 1.64752 1.37755
Br -1.67708 -1.32275 -6.69499
H 1.83292 -3.07705 -10.31234
N -2.41627 1.53604 0.10199
Br -0.82093 7.09796 2.45586
H -2.35076 1.87812 2.30084
C 3.11298 0.93813 -0.99156
H 1.10930 2.17944 6.99535
Br 2.62250 3.21025 5.31039
```

As for the HOMO energy: -12.692 eV. As for the total charge: +2. For the frontier orbital gap, the calculation gives 4.90 eV.